1.
Density functional theory data (ωB97M-V/def2-TZVPD) for a cluster of 3 separate species, C5H10N2O2 in total.

Last column: Mulliken charge in e.
Cartesian coordinates (Å):
1 O 0.372 -2.042 -0.585  -0.51
2 O -1.255 0.902 -0.494  -0.38
3 N 1.639 0.320 -0.852  -0.56
4 N 0.118 -1.289 1.541  -0.60
5 C -2.867 -0.901 -0.896  -1.05
6 C -0.183 -2.093 0.601  -0.08
7 C 1.585 2.504 0.301  -1.10
8 C 1.400 1.036 0.152  0.37
9 C -1.965 -0.020 -0.622  0.88
10 H 2.175 2.717 1.196  0.30
11 H -0.828 -2.977 0.709  0.44
12 H 0.926 0.447 1.005  0.35
13 H -2.585 -1.860 -1.314  0.29
14 H -3.898 -0.731 -0.700  0.28
15 H 0.936 -1.213 -0.683  0.48
16 H 0.602 2.964 0.426  0.26
17 H 2.076 2.943 -0.570  0.32
18 H 2.087 0.785 -1.640  0.17
19 H -0.336 -1.491 2.425  0.15

Properties
Calculated total energy (eV): -12420.6425
Orbital gap (eV): 10.2056
E_HOMO (eV): -9.3
Molar mass (g mol⁻¹): 130.15
Max |F| (eV Å⁻¹): 2.64
Charge: 0
ΔE to the lowest compared entry with this formula, charge and spin (eV): 2.830
SMILES: [H]/N=C/O.[H]/N=C\C.C=C=O

2.
Density functional theory data (ωB97M-V/def2-TZVPD) for an isolated molecule of C5H10N2O2.

Last column: Mulliken charge in e.
Cartesian coordinates (Å):
1 O -1.971 0.203 0.202  -0.36
2 O 0.371 1.631 1.523  -0.53
3 N -0.100 -0.913 -0.480  -0.47
4 N 1.389 -0.773 -0.627  -0.36
5 C -0.624 0.141 -0.049  0.65
6 C -2.509 -1.141 0.321  -0.69
7 C 0.051 1.541 0.357  0.75
8 C 0.070 2.434 -0.792  -1.17
9 C 2.121 -1.143 0.597  -0.78
10 H 1.918 -2.208 0.901  0.29
11 H 3.251 -1.229 0.398  0.30
12 H -3.521 -1.029 0.574  0.31
13 H 2.068 -0.433 1.424  0.28
14 H 1.700 -1.449 -1.352  0.29
15 H -2.586 -1.708 -0.606  0.27
16 H 0.784 3.339 -0.832  0.32
17 H 0.395 1.734 -1.668  0.31
18 H -0.957 2.698 -0.963  0.33
19 H -1.850 -1.697 1.072  0.28

Properties
Calculated total energy (eV): -12419.5546
Orbital gap (eV): 9.7157
E_HOMO (eV): -8.7
Molar mass (g mol⁻¹): 130.15
Max |F| (eV Å⁻¹): 3.56
Charge: 0
ΔE to the lowest compared entry with this formula, charge and spin (eV): 3.918
SMILES: CN/N=C(/OC)C(C)=O

3.
Density functional theory data (ωB97M-V/def2-TZVPD) for a cluster of 2 separate species, C5H10N2O2 in total.

Last column: Mulliken charge in e.
Cartesian coordinates (Å):
1 O 1.296 -0.766 1.644  -0.49
2 O -0.490 1.046 -1.668  -0.57
3 N 1.224 -0.466 -1.354  -0.15
4 N -1.418 -1.621 0.804  -0.69
5 C 0.468 -0.010 1.167  0.01
6 C -1.095 -0.415 1.129  0.77
7 C 2.332 0.432 -1.586  -0.82
8 C -2.044 0.583 1.719  -1.26
9 C -0.103 -0.114 -1.649  -0.06
10 H 2.064 1.249 -2.259  0.28
11 H 1.403 -1.455 -1.204  0.26
12 H -3.042 0.154 1.850  0.42
13 H -2.113 1.454 1.062  0.26
14 H -0.748 -0.995 -1.797  0.45
15 H -2.416 -1.799 0.970  0.25
16 H -1.678 0.907 2.697  0.32
17 H 2.626 0.861 -0.625  0.26
18 H 0.567 1.085 1.109  0.41
19 H 3.168 -0.130 -2.010  0.34

Properties
Calculated total energy (eV): -12421.0262
Orbital gap (eV): 10.0740
E_HOMO (eV): -9.7
Molar mass (g mol⁻¹): 130.15
Max |F| (eV Å⁻¹): 2.91
Charge: 0
ΔE to the lowest compared entry with this formula, charge and spin (eV): 2.446
SMILES: [H]/N=C(\C)C=O.CNC=O

4.
Density functional theory data (ωB97M-V/def2-TZVPD) for an isolated molecule of C5H10N2O3.

Last column: Mulliken charge in e.
Cartesian coordinates (Å):
1 O 2.617 0.687 -0.579  -0.53
2 O 1.369 -0.103 -2.165  -0.57
3 O 2.144 -0.809 1.755  -0.32
4 N 1.222 -1.174 1.044  -0.29
5 N 1.643 0.190 -1.036  0.85
6 C 0.221 1.068 1.089  -0.75
7 C 0.490 -0.260 0.276  1.44
8 C -0.764 -0.697 -0.460  -0.98
9 C -0.766 2.094 0.494  -1.23
10 C -0.970 -2.180 -0.801  -1.57
11 H 1.199 1.603 1.220  0.41
12 H -1.505 1.519 -0.056  0.29
13 H -0.254 2.613 -0.234  0.40
14 H -0.039 0.770 2.106  0.46
15 H -1.838 -0.396 0.023  0.26
16 H -0.735 -0.049 -1.322  0.56
17 H -0.313 -2.465 -1.550  0.38
18 H -1.148 2.743 1.285  0.33
19 H -1.927 -2.464 -1.123  0.44
20 H -0.646 -2.692 0.033  0.41

Properties
Calculated total energy (eV): -14463.0651
Orbital gap (alpha / beta) (eV): 8.1694 / 8.1955
E_HOMO (alpha / beta) (eV): -9.4 / -9.4
Molar mass (g mol⁻¹): 146.15
Max |F| (eV Å⁻¹): 4.19
Charge: 0
ΔE to the lowest compared entry with this formula, charge and spin (eV): 8.086
SMILES: CCC(CC)(N=O)[N+](=O)[O-]

5.
Density functional theory data (ωB97M-V/def2-TZVPD) for an isolated molecule of C5H10N2O3.

Last column: Mulliken charge in e.
Cartesian coordinates (Å):
1 O 1.465 -1.844 0.215  -0.61
2 O 3.192 -0.544 -0.536  -0.46
3 O -2.890 1.026 0.216  -0.58
4 N -3.074 -1.174 -0.373  -0.65
5 N 1.781 1.611 -0.309  -0.67
6 C -2.379 0.027 -0.359  0.38
7 C 2.112 -0.806 -0.002  0.28
8 C -0.887 0.110 -0.554  -0.21
9 C -0.133 -0.012 0.785  -0.62
10 C 1.460 0.476 0.607  0.32
11 H -0.690 -0.843 -1.298  0.21
12 H 1.945 2.522 0.184  0.23
13 H 1.151 1.620 -0.991  0.21
14 H 2.939 0.409 -0.800  0.46
15 H 1.928 0.324 1.590  0.38
16 H -3.968 -1.643 0.388  0.35
17 H -0.226 -1.059 1.224  0.34
18 H -2.576 -2.118 -0.203  0.30
19 H -0.710 0.806 1.368  0.35
20 H -0.441 1.115 -1.152  0.01

Properties
Calculated total energy (eV): -14466.3062
Orbital gap (eV): 10.0362
E_HOMO (eV): -9.6
Molar mass (g mol⁻¹): 146.15
Max |F| (eV Å⁻¹): 8.11
Charge: 0
ΔE to the lowest compared entry with this formula, charge and spin (eV): 4.845
SMILES: NC(=O)CC[C@H](N)C(=O)O

6.
Density functional theory data (ωB97M-V/def2-TZVPD) for an isolated molecule of C5H10N2O3.

Last column: Mulliken charge in e.
Cartesian coordinates (Å):
1 O -1.117 -1.651 -0.575  -0.61
2 O 1.601 0.261 -1.205  -0.60
3 O -0.473 1.907 1.968  -0.49
4 N -1.123 0.520 0.229  0.15
5 N 0.319 2.323 -0.117  -0.62
6 C -0.514 -0.638 -0.239  0.51
7 C -0.360 1.560 0.798  0.27
8 C 1.094 -0.608 -0.191  0.44
9 C 1.622 -2.024 -0.423  -1.54
10 C -2.469 0.363 0.754  -0.94
11 H 1.361 -2.379 -1.426  0.36
12 H -0.315 2.760 -0.776  0.30
13 H -2.415 -0.121 1.734  0.33
14 H 0.940 1.775 -0.713  0.38
15 H -2.936 1.346 0.877  0.32
16 H 1.213 -2.725 0.311  0.35
17 H 2.452 -0.094 -1.519  0.33
18 H -3.075 -0.260 0.091  0.32
19 H 2.715 -2.043 -0.354  0.47
20 H 1.479 -0.271 0.777  0.27

Properties
Calculated total energy (eV): -14469.4690
Orbital gap (eV): 10.2450
E_HOMO (eV): -9.7
Molar mass (g mol⁻¹): 146.15
Max |F| (eV Å⁻¹): 2.88
Charge: 0
ΔE to the lowest compared entry with this formula, charge and spin (eV): 1.683
SMILES: C[C@@H](O)C(=O)N(C)C(N)=O

7.
Density functional theory data (ωB97M-V/def2-TZVPD) for an isolated molecule of C5H10N2O3.

Last column: Mulliken charge in e.
Cartesian coordinates (Å):
1 O 4.280 -0.129 -0.445  -0.35
2 O 2.295 0.446 0.201  -0.15
3 O 1.297 -0.781 1.857  -0.72
4 N 1.118 -0.191 0.802  0.81
5 N 3.267 -0.515 0.076  0.22
6 C -1.376 -2.233 0.209  -1.08
7 C -0.339 2.309 -0.509  -1.03
8 C -1.160 -0.683 0.747  -0.58
9 C 0.116 -0.098 0.067  0.19
10 C -0.117 0.888 -1.044  -0.48
11 H -2.404 -2.505 0.469  0.34
12 H 0.782 0.957 -1.874  0.32
13 H 0.219 2.613 0.396  0.31
14 H -1.487 2.379 -0.104  0.25
15 H -0.849 -3.110 0.611  0.31
16 H -1.074 -0.785 1.854  0.31
17 H -0.264 3.064 -1.267  0.37
18 H -1.953 -0.019 0.420  0.37
19 H -1.092 0.647 -1.586  0.28
20 H -1.259 -2.253 -0.881  0.31

Properties
Calculated total energy (eV): -14462.5795
Orbital gap (eV): 9.2607
E_HOMO (eV): -9.2
Molar mass (g mol⁻¹): 146.15
Max |F| (eV Å⁻¹): 4.58
Charge: 0
ΔE to the lowest compared entry with this formula, charge and spin (eV): 8.572
SMILES: CCC(CC)=[N+]([O-])ON=O

8.
Density functional theory data (ωB97M-V/def2-TZVPD) for an isolated molecule of C5H10N2S.

Last column: Mulliken charge in e.
Cartesian coordinates (Å):
1 S 2.353 -0.379 0.412  -0.09
2 N 1.861 2.296 0.101  -0.72
3 N -0.032 1.038 -0.219  -0.17
4 C -0.998 0.187 0.312  0.74
5 C 1.335 1.129 0.111  0.33
6 C -2.278 0.143 -0.471  -1.30
7 C -0.941 -0.462 1.493  -0.99
8 C 1.595 -1.580 -0.688  -0.74
9 H 1.392 -1.161 -1.688  0.27
10 H 2.839 2.220 0.334  0.28
11 H 2.309 -2.434 -0.786  0.31
12 H -0.021 -0.379 2.131  0.25
13 H -2.975 -0.523 0.034  0.35
14 H -0.392 1.881 -0.653  0.29
15 H -2.727 1.163 -0.432  0.33
16 H -2.197 -0.135 -1.513  0.30
17 H 0.676 -1.944 -0.280  0.28
18 H -1.800 -1.062 1.804  0.28

Properties
Calculated total energy (eV): -19161.8283
Orbital gap (eV): 9.2832
E_HOMO (eV): -8.5
Molar mass (g mol⁻¹): 130.22
Max |F| (eV Å⁻¹): 1.34
Charge: 0
ΔE to the lowest compared entry with this formula, charge and spin (eV): 1.077
SMILES: [H]/N=C(/NC(=C)C)SC

9.
Density functional theory data (ωB97M-V/def2-TZVPD) for an isolated molecule of C5H10N2S.

Last column: Mulliken charge in e.
Cartesian coordinates (Å):
1 S -0.717 1.646 -0.941  -0.12
2 N 1.361 -0.506 1.351  -0.78
3 N 0.474 1.291 0.233  -0.05
4 C -1.113 -1.725 -0.225  -1.23
5 C 0.547 2.093 1.472  -0.84
6 C 0.680 -0.081 0.343  0.30
7 C 0.040 -0.889 -0.752  0.31
8 C -0.338 0.153 -1.876  -0.69
9 H -0.721 -2.292 0.671  0.30
10 H -1.472 -2.413 -0.923  0.44
11 H 0.515 3.178 1.196  0.29
12 H 0.539 0.216 -2.586  0.30
13 H -1.220 -0.137 -2.430  0.36
14 H 1.474 1.840 1.987  0.36
15 H 0.806 -1.579 -1.184  0.28
16 H 1.398 -1.544 1.353  0.23
17 H -1.964 -1.088 0.158  0.28
18 H -0.290 1.837 2.154  0.28

Properties
Calculated total energy (eV): -19161.9323
Orbital gap (eV): 8.6341
E_HOMO (eV): -7.8
Molar mass (g mol⁻¹): 130.22
Max |F| (eV Å⁻¹): 3.07
Charge: 0
ΔE to the lowest compared entry with this formula, charge and spin (eV): 0.973
SMILES: [H]/N=C1\[C@@H](C)CSN1C

10.
Density functional theory data (ωB97M-V/def2-TZVPD) for an isolated molecule of C5H10N2S.

Last column: Mulliken charge in e.
Cartesian coordinates (Å):
1 S 1.311 0.243 0.640  -0.05
2 N -1.856 0.498 1.298  -0.49
3 N -2.916 1.161 -0.896  -0.65
4 C 2.523 -0.917 1.276  -0.80
5 C -0.906 -0.157 -0.934  -0.48
6 C 0.362 -0.384 -0.587  0.58
7 C 1.313 -0.757 -1.772  -0.97
8 C -1.925 0.382 -0.156  0.23
9 H 0.716 -1.327 -2.704  0.31
10 H -3.629 1.442 -0.322  0.21
11 H 3.364 -1.304 0.599  0.28
12 H 1.901 0.372 -1.804  0.30
13 H -2.726 0.387 1.759  0.26
14 H 2.730 -0.731 2.414  0.34
15 H 2.358 -1.349 -1.296  0.16
16 H 1.860 -1.939 1.538  0.26
17 H -1.146 -0.118 1.778  0.21
18 H -1.214 0.059 -1.985  0.29

Properties
Calculated total energy (eV): -19157.6974
Orbital gap (eV): 8.2046
E_HOMO (eV): -8.4
Molar mass (g mol⁻¹): 130.22
Max |F| (eV Å⁻¹): 8.50
Charge: 0
ΔE to the lowest compared entry with this formula, charge and spin (eV): 5.208
SMILES: [H]/N=C(N)/C=C(/C)SC

Question: Look up the molar mass of the eighth one.
Answer: 130.22 g mol⁻¹

Question: Which of these has the lowest calculated total energy?
Answer: number 9